# 1
18
Properties=species:S:1:pos:R:3 method="wB97M-V/def2-TZVPD" fmax_ev_per_a=3.3 charge=0 total_energy_ha=-364.22101 homo_energy_ev=-8.6 de_lowest_ev=1.283
H 0.918 0.371 -2.441
H 0.203 -0.990 -1.729
H -1.390 1.284 1.298
H 1.773 0.405 1.078
H -2.903 -0.585 -1.156
H 0.979 1.392 -0.223
H 3.083 -0.368 -1.346
N 1.041 -0.472 -1.907
C -2.302 -0.605 0.723
C 1.853 0.820 0.069
C 2.088 -0.374 -0.907
C -1.797 0.382 1.744
H 2.758 1.424 0.153
H 1.962 -1.270 -0.295
H -1.056 -0.189 2.284
O -2.281 -1.796 0.879
O -2.279 -0.127 -0.570
H -2.651 0.698 2.346

# 2
25
Properties=species:S:1:pos:R:3 method="wB97M-V/def2-TZVPD" fmax_ev_per_a=4.3 charge=0 total_energy_ha=-1119.27241 homo_energy_ev="-9.5 / -9.5" de_lowest_ev=5.042
H -0.059 -0.956 4.327
H -0.558 1.848 -0.613
N -1.281 -0.144 2.614
C 1.796 1.110 -2.218
C -0.820 -1.098 3.402
C -1.225 -2.424 2.945
H 3.028 0.409 -3.721
H 0.923 1.262 -2.768
N -1.926 -2.211 1.819
C 0.253 1.292 -0.219
H 0.012 -0.328 -1.626
O -2.594 -1.377 -1.574
C 1.597 1.465 -0.753
C 2.985 0.622 -2.656
C -0.111 -0.186 -0.423
O -2.588 -0.232 0.707
H 3.952 0.764 -2.172
C -1.928 -0.842 1.618
H 1.990 2.454 -0.802
H 0.017 1.499 0.873
O -0.041 -1.171 0.363
O -2.532 1.026 -1.496
H 2.293 0.869 -0.097
H -1.035 -3.432 3.348
S -2.147 -0.218 -0.876

# 3
11
Properties=species:S:1:pos:R:3 method="wB97M-V/def2-TZVPD" fmax_ev_per_a=5.0 charge=0 total_energy_ha=-3301.05590 homo_energy_ev=-9.9 de_lowest_ev=0.808
O 3.452 1.555 -1.564
C -0.957 -0.842 0.946
H 1.746 1.858 -0.412
H -0.236 -1.285 0.392
H 3.201 0.623 0.073
Br -4.006 -0.781 0.336
O -1.741 -1.203 -1.642
S -2.075 -0.325 -0.586
F -0.560 0.395 1.457
C 2.782 1.321 -0.628
H -1.606 -1.315 1.627

# 4
69
Properties=species:S:1:pos:R:3 method="wB97M-V/def2-TZVPD" spin_multiplicity=4 fmax_ev_per_a=4.6 charge=-1 total_energy_ha=-2941.70526 homo_energy_ev="-4.1 / -4.1" de_lowest_ev=8.716
O 10.212 -0.319 -0.353
H 13.213 -1.721 2.235
C 12.578 -2.242 1.518
C 17.113 -5.305 -2.591
H 8.293 -0.875 -1.055
H 16.636 -10.425 -4.481
C 6.583 -6.537 3.187
H 15.947 -9.905 -1.579
C 14.076 -0.640 -6.405
O 17.006 -8.656 -3.535
H 7.818 0.975 -2.435
C 8.620 0.978 -1.696
H 15.250 -9.634 -3.888
Ti 11.089 -6.413 -3.848
H 5.505 -6.381 3.195
C 9.205 -0.380 -1.387
H 9.564 -0.780 -2.335
H 8.316 1.590 -0.846
O 6.215 -5.151 -7.891
O 6.395 -3.244 -6.877
C 13.254 -2.549 -7.523
H 17.318 -5.121 -1.537
O 12.761 -2.851 -8.692
C 8.204 -7.448 1.581
C 16.502 -7.585 -2.944
O 10.663 -2.592 -0.524
C 10.872 -1.447 -0.086
H 10.827 -7.186 2.100
H 10.468 -8.832 1.821
O 11.792 -1.167 0.976
O 8.628 -7.584 0.400
H 14.810 1.204 -5.985
H 13.418 -4.918 -8.986
H 11.943 -2.979 2.010
H 9.390 1.646 -2.081
O 7.613 -4.842 -6.318
N 9.827 -10.971 -7.549
H 12.169 -4.241 -10.065
C 10.278 -8.025 2.528
N 6.741 -4.412 -7.085
O 15.334 -7.418 -2.488
H 10.688 -8.318 3.494
C 12.599 -4.203 -9.064
O 13.440 -1.229 -7.483
O 13.529 -3.361 -6.625
H 16.104 -5.020 -2.889
O 6.961 -6.928 1.876
H 15.770 -11.492 -2.306
H 17.761 -4.663 -3.188
O 10.374 -10.230 -6.731
H 17.398 -10.785 -2.085
C 16.358 -10.575 -2.334
H 15.047 -1.135 -6.385
H 13.516 -0.789 -5.482
H 13.339 1.400 -6.930
H 6.878 -7.312 3.895
O 17.487 -6.646 -2.854
H 14.760 1.011 -7.721
C 16.290 -9.836 -3.632
O 10.386 -12.013 -7.913
H 13.161 -2.681 0.709
H 6.804 -4.964 4.483
C 7.265 -5.294 3.552
H 11.866 -4.782 -8.502
H 7.231 -4.555 2.751
O 8.722 -10.647 -7.948
O 8.947 -7.665 2.668
C 14.225 0.778 -6.801
H 8.343 -5.441 3.624

# 5
75
Properties=species:S:1:pos:R:3 method="wB97M-V/def2-TZVPD" fmax_ev_per_a=0.2 charge=+2 total_energy_ha=-5493.19130 homo_energy_ev=-13.4 de_lowest_ev=0.000
H 1.185 -0.856 4.053
H 0.680 4.344 -3.964
C -3.052 2.667 0.174
S -3.232 0.907 0.087
C 2.863 -1.881 -1.565
S -0.651 2.306 1.479
H 1.290 4.563 -1.559
H -2.510 0.420 -2.759
C -0.311 2.466 -3.660
H -3.726 -4.413 -0.346
C 0.383 2.702 -1.031
H 4.562 -3.215 -1.747
Zr -0.983 -0.062 0.166
H -4.479 -5.268 -2.533
H 5.772 -0.147 2.911
H -0.609 2.338 -4.691
C 4.551 -1.647 1.922
C -3.765 -4.457 -2.493
H -1.938 -2.467 -4.532
S -0.735 -1.113 -2.263
H 4.936 -1.727 -0.881
H -2.868 6.533 0.496
H 0.236 0.393 4.874
C -2.913 5.457 0.398
H -2.361 0.332 4.901
H 6.596 -1.676 2.621
C -1.905 4.672 0.930
C -2.350 -2.879 -3.619
C 5.888 -0.966 2.200
H -1.075 5.131 1.453
C 0.748 3.700 -1.917
H -0.416 -3.044 3.326
H 2.339 -2.295 -2.427
H -2.179 -2.869 3.342
C -1.481 0.317 -3.109
C -3.990 4.853 -0.237
C -3.345 -3.979 -1.261
H 3.889 -0.211 0.394
C -1.970 3.289 0.799
S 1.951 -1.388 1.063
N -0.308 1.615 -1.424
C 2.240 -2.505 -0.315
As -1.074 -0.636 2.956
C -1.243 -2.426 3.673
H 4.702 -2.479 1.231
H 2.839 -3.319 0.102
H -3.450 -0.288 3.639
O 1.143 -0.213 0.434
C 4.359 -2.144 -1.707
C 0.516 -0.009 3.902
H 6.322 -0.563 1.284
H 4.146 -2.068 2.845
C 0.735 2.820 0.422
C 0.403 3.578 -3.252
C -4.067 3.473 -0.339
H -1.468 0.161 -4.184
H -3.598 -4.294 -4.628
H 1.559 2.152 0.677
H 4.738 -1.702 -2.627
H 1.033 0.769 3.342
C -2.542 0.281 3.829
S -1.909 -2.339 0.396
H -2.671 1.283 3.425
C -3.273 -3.910 -3.671
H 1.241 -2.912 -0.492
H -4.788 5.461 -0.642
C -1.958 -2.385 -2.382
H 3.360 0.161 2.046
C -0.661 1.513 -2.721
H -4.921 3.007 -0.810
C -2.438 -2.928 -1.194
C 3.557 -0.647 1.338
H -1.229 -2.365 4.760
H 2.651 -0.807 -1.586
H 1.028 3.837 0.673